[1]
The following is a quantum chemistry calculation of a cluster of 11 separate species, C11H44N10O11 in total, from OMol25.

SMILES string: NC(N)=O.NC(N)=O.NC(N)=O.NC(N)=O.NC(N)=O.CO.CO.CO.CO.CO.CO
Kohn-Sham gap: 10.140 eV
HOMO level: -9.7375 eV
Molecular weight: 492.53 g mol⁻¹

Geometry as XYZ:
```
76
Properties=species:S:1:pos:R:3:mulliken_charge:R:1
C 4.09093 2.10506 -0.55538 -0.60
O 3.35440 2.49135 -1.73861 -0.45
H 4.86526 1.44592 -0.85178 0.30
H 4.52639 2.95527 -0.09465 0.39
H 3.40492 1.60605 0.17341 0.09
H 3.97933 3.12201 -2.08879 0.27
C 5.12873 -2.70874 0.39295 -0.49
O 5.09703 -3.30984 -0.90593 -0.51
H 6.05483 -2.09431 0.52450 0.28
H 4.22768 -2.16845 0.69638 0.08
H 5.25815 -3.43563 1.21130 0.31
H 4.57461 -4.09885 -0.76478 0.31
C -4.32354 0.89188 2.15640 -0.84
O -3.39675 0.05650 1.49826 -0.53
H -3.78536 1.79057 2.44208 0.31
H -5.17994 1.10861 1.48000 0.24
H -4.68331 0.39347 3.06323 0.30
H -2.68403 0.55216 1.09794 0.12
C 3.04677 -1.45413 -2.98077 -0.64
O 2.00528 -1.79312 -2.00786 -0.36
H 2.65581 -1.50971 -4.00431 0.25
H 3.42771 -0.50754 -2.71843 0.18
H 3.86513 -2.14102 -2.86948 0.26
H 2.07012 -2.71650 -1.74413 0.22
C -3.61059 3.78272 0.40029 -0.39
O -3.54131 3.53869 -1.02824 -0.58
H -2.71609 3.34676 0.88001 -0.03
H -3.65368 4.87474 0.56632 0.34
H -4.51568 3.33684 0.83488 0.24
H -2.90103 4.23577 -1.34680 0.36
C -4.17376 0.61833 -2.33052 -0.61
O -2.80907 1.06752 -2.26091 -0.62
H -4.41355 0.24916 -1.33874 0.15
H -4.81199 1.39207 -2.70188 0.35
H -4.19601 -0.20074 -3.02453 0.26
H -2.94921 1.94123 -1.83940 0.29
C -1.57581 -2.93068 -0.65570 0.35
O -0.50661 -3.36937 -0.98676 -0.54
N -2.57457 -2.71515 -1.55716 -0.32
N -2.00922 -2.65129 0.57713 -0.43
H -3.50783 -2.83264 -1.27996 0.19
H -2.45920 -2.56440 -2.55000 0.21
H -2.62021 -1.81319 0.65716 0.23
H -1.21126 -2.59340 1.21781 0.30
C 2.07252 -4.44169 1.38028 0.34
O 2.68179 -5.05167 2.20723 -0.67
N 1.57152 -3.14666 1.52034 0.00
N 1.77882 -4.97688 0.15090 -0.28
H 1.04922 -2.81091 0.73978 -0.04
H 1.39481 -2.75816 2.41545 0.20
H 0.96545 -4.67654 -0.37398 0.25
H 1.97879 -5.97507 0.19066 0.26
C -0.49323 4.22538 -1.59697 0.74
O -1.42514 5.02945 -1.36069 -0.83
N 0.29869 4.46503 -2.70102 -0.40
N -0.15772 3.11168 -0.97591 0.08
H 0.18186 5.30606 -3.22690 0.22
H 1.15067 3.95661 -2.87150 0.12
H -0.74657 2.66345 -0.32041 -0.20
H 0.75082 2.75731 -1.25851 0.05
C 0.22672 0.36630 4.10621 0.52
O 0.58044 -0.71584 3.67309 -0.61
N -0.22312 1.35938 3.33371 -0.30
N 0.39739 0.74107 5.44618 -0.51
H -0.56134 1.29043 2.33064 0.12
H -0.06491 2.31371 3.63913 0.23
H -0.27914 1.36441 5.78255 0.21
H 0.70349 0.04118 6.03623 0.26
C -0.33788 0.15019 0.04110 0.03
O -0.93501 1.03314 0.70022 0.18
N -0.74578 -0.28728 -1.21715 -0.09
N 0.85792 -0.32981 0.45900 0.62
H -0.34080 -1.08081 -1.70947 0.24
H -1.68408 0.06708 -1.51970 0.25
H 1.32954 -1.02798 -0.08777 -0.43
H 1.20075 -0.25654 1.42274 0.18
```


[2]
The following is a quantum chemistry calculation of a cluster of 11 separate species, C11H44N22O11 in total, from OMol25.

Spin multiplicity: 2
Charge: +1
Kohn-Sham gap (spin up / spin down): 8.778 / 3.659 eV
HOMO level (spin up / spin down): -11.2682 / -11.2682 eV
Molecular weight: 660.62 g mol⁻¹

Geometry as XYZ:
```
88
Properties=species:S:1:pos:R:3:mulliken_spin:R:1
C -2.77535 -3.43741 -3.91158 0.00
O -3.97073 -3.02988 -3.96155 0.00
N -2.21015 -4.33127 -4.74525 0.00
N -1.85582 -3.26364 -2.91363 0.00
H -2.64667 -4.56506 -5.62552 0.00
H -1.25248 -4.65167 -4.72754 0.00
H -0.92307 -3.64692 -2.97005 0.00
H -2.12864 -2.67578 -2.13896 0.00
C 1.54620 -4.06054 -0.81049 0.00
O 1.10466 -4.64015 0.15545 0.00
N 2.24407 -2.94028 -0.79358 0.00
N 1.27860 -4.41680 -2.07855 0.00
H 2.55900 -2.58732 -1.68596 0.00
H 2.46380 -2.48143 0.07893 0.00
H 1.77273 -4.01809 -2.86402 0.00
H 0.73344 -5.26274 -2.16389 0.00
C 4.63322 -1.32894 1.73266 0.00
O 3.95743 -0.97809 2.68343 0.02
N 4.35512 -1.28368 0.44415 0.00
N 5.51181 -2.20521 1.90642 0.00
H 5.12908 -1.34046 -0.20229 0.00
H 3.67574 -0.56070 0.25482 0.00
H 5.61093 -2.56579 2.84466 0.00
H 5.89179 -2.67457 1.09685 0.00
C -1.29735 2.95052 4.15962 0.00
O -1.93326 3.98349 4.00203 0.00
N -1.80191 1.79728 4.32492 0.00
N -0.03939 2.75167 4.08524 0.00
H -1.33424 1.10911 4.89746 0.00
H -2.80778 1.84092 4.24484 0.00
H 0.47604 3.56813 3.78889 0.00
H 0.31567 2.08296 4.75372 0.00
C -4.13585 1.65225 0.80313 0.00
O -3.86068 2.26566 -0.17855 0.00
N -4.56647 0.40088 0.73142 0.00
N -4.43292 2.12634 1.96776 0.00
H -4.91866 -0.16294 1.49178 0.00
H -4.72211 -0.01058 -0.17775 0.00
H -4.77792 1.54624 2.71914 0.00
H -4.24928 3.06920 2.27984 0.00
C 0.42920 0.32046 0.11408 0.00
O 1.53054 0.70139 0.52274 0.01
N -0.65809 0.77684 0.70592 0.00
N 0.18608 -0.52476 -0.87158 0.00
H -0.53804 1.32372 1.54653 0.00
H -1.61885 0.49653 0.57003 0.00
H -0.71272 -0.77723 -1.25698 0.00
H 0.88776 -1.15091 -1.23991 0.00
C -1.72619 1.40217 -2.95253 0.00
O -1.06566 1.50353 -3.94122 0.00
N -2.62766 0.44590 -2.80703 0.00
N -1.72683 2.23273 -1.93297 0.00
H -2.89010 0.09454 -3.71686 0.00
H -3.27342 0.48515 -2.03143 0.00
H -2.43174 2.26201 -1.21024 0.00
H -1.18925 3.08544 -1.99627 0.00
C 1.31393 -2.09727 -4.63240 0.00
O 2.21275 -2.68976 -4.07444 0.00
N 1.06950 -0.86325 -4.42296 0.00
N 0.35987 -2.53617 -5.43359 0.00
H 1.53759 -0.43643 -3.63631 0.00
H 0.43219 -0.39427 -5.05064 0.00
H -0.52907 -2.06438 -5.51903 0.00
H 0.40250 -3.54275 -5.50484 0.00
C 3.71731 2.39692 3.80781 -0.02
O 4.15301 1.90595 4.80120 0.10
N 3.14268 1.71904 2.82292 0.77
N 3.56254 3.67863 3.53914 0.18
H 2.93712 2.32604 2.04229 -0.02
H 3.18400 0.71197 2.75796 -0.03
H 3.85771 4.39761 4.18416 -0.01
H 3.31923 4.10073 2.65441 -0.01
C -2.36127 -2.09012 0.79259 0.00
O -2.38226 -2.01399 -0.44136 0.00
N -1.30306 -1.99592 1.46651 0.00
N -3.33781 -2.39030 1.50912 0.00
H -0.62554 -1.38794 1.02900 0.00
H -1.33824 -2.14352 2.46504 0.00
H -3.32208 -2.65965 2.48242 0.00
H -4.23463 -2.50451 1.05880 0.00
C 1.80748 4.72573 1.03910 0.00
O 2.88274 4.16967 0.96153 0.00
N 0.71807 4.07993 0.90395 0.00
N 1.68745 6.06668 1.14471 0.00
H -0.07977 4.69340 0.98888 0.00
H 0.61400 3.13490 0.56311 0.00
H 2.59205 6.47909 1.32282 0.00
H 0.81642 6.52173 1.37781 0.00
```


[3]
The following is a quantum chemistry calculation of a cluster of 11 separate species, C11H44N8O11 in total, from OMol25.

SMILES string: NC(N)=O.NC(N)=O.NC(N)=O.NC(N)=O.CO.CO.CO.CO.CO.CO.CO
Kohn-Sham gap: 7.482 eV
HOMO level: -8.2981 eV
Molecular weight: 464.52 g mol⁻¹

Geometry as XYZ:
```
74
Properties=species:S:1:pos:R:3:mulliken_charge:R:1
C -2.35596 2.31798 -2.62447 0.17
O -2.47332 2.39758 -1.24667 -0.44
N -1.60882 3.11280 -3.27594 -0.30
N -3.00819 1.56877 -3.45716 -0.41
H -0.97822 3.75804 -2.68857 0.17
H -1.19786 2.84081 -4.10558 0.24
H -3.35635 0.82113 -2.92616 0.32
H -2.60484 1.27891 -4.34980 0.25
C -1.51049 -3.95764 2.22107 0.42
O -0.89040 -5.02880 2.95855 -0.76
N -0.91183 -2.86940 2.03889 0.17
N -2.68017 -3.99800 1.62964 -0.28
H -0.02124 -2.58241 2.45337 0.05
H -1.20201 -2.24949 1.25070 0.17
H -3.13066 -4.90242 1.61298 0.25
H -3.09165 -3.32527 0.92933 0.28
C 0.31359 4.66889 -1.09498 0.55
O 0.09192 5.02004 0.24845 -0.66
N 1.13045 3.80284 -1.57627 -0.23
N -0.39425 5.17977 -2.02431 -0.46
H 1.59409 3.25371 -0.86160 0.12
H 1.35212 3.62956 -2.52303 0.22
H -1.10066 5.83285 -1.67665 0.22
H -0.24405 5.35096 -3.03671 0.31
C -2.78750 -1.03463 0.13708 0.47
O -3.22178 0.00062 0.90686 -0.62
N -3.59290 -1.88922 -0.39892 -0.46
N -1.56602 -1.24061 -0.09130 0.00
H -4.58396 -1.90948 -0.16837 0.28
H -3.20034 -2.67379 -0.92580 0.24
H -0.89164 -0.55357 0.24847 -0.19
H -1.07547 -1.96498 -0.68298 0.26
C -1.85767 3.31397 2.61987 -0.34
O -2.82744 2.92244 1.66332 -0.43
H -0.89177 2.94906 2.18491 -0.11
H -1.96081 2.86076 3.53237 0.38
H -1.80569 4.40951 2.65127 0.26
H -2.66552 3.54738 0.95686 0.24
C -0.83688 -0.13436 4.08024 -0.08
O -1.88235 -0.96139 3.65697 -0.56
H -0.83310 0.85187 3.51627 -0.16
H 0.09277 -0.73726 4.06371 0.05
H -1.01292 0.05607 5.18183 0.29
H -1.47967 -1.67319 3.08029 0.47
C 0.34157 0.19562 -2.81440 -0.57
O 1.25390 -0.85345 -2.61576 -0.50
H 0.81260 1.22594 -2.74759 -0.05
H -0.63975 0.26274 -2.24994 -0.03
H 0.27339 0.31118 -3.81550 0.81
H 0.92370 -1.56299 -3.14491 0.31
C 2.24411 -3.34574 3.32616 -0.62
O 1.85654 -2.17495 2.63906 -0.50
H 3.07276 -3.73562 2.59313 0.19
H 1.32766 -3.97626 3.41945 0.27
H 2.72570 -3.06859 4.28113 0.19
H 2.55535 -1.96266 1.97100 0.27
C 3.46911 -3.20545 -0.60166 -0.58
O 3.43850 -2.03158 0.13084 -0.56
H 2.43166 -3.23240 -0.81061 0.20
H 3.89175 -4.15639 -0.17450 0.28
H 4.06679 -2.95177 -1.51480 0.23
H 3.42266 -1.25293 -0.46781 0.37
C 0.76897 1.26540 0.45015 -1.26
O 0.50460 0.04581 1.17620 -0.15
H 1.16357 2.10380 1.06954 0.54
H -0.17429 1.57954 0.10209 0.67
H 1.41689 1.14367 -0.33769 0.09
H 1.33922 -0.39503 1.40432 0.11
C 4.41362 -0.48202 -2.69447 -0.88
O 3.50732 0.09938 -1.79157 -0.60
H 5.26362 -0.84699 -2.07573 0.25
H 4.92345 0.30496 -3.29833 0.24
H 3.94938 -1.25888 -3.26406 0.39
H 2.61513 -0.10474 -2.23178 0.55
```